(1)
ORCA calculation (the ωB97M-V functional and the def2-TZVPD basis) on one molecule with the formula CH2FNO2 in a non-equilibrium geometry.

Output
- ΔE to the lowest compared entry with this formula, charge and spin (kcal per mole) = 53.7
- multiplicity = 1
- frontier orbital gap (eV) = 11.07
- SMILES = O=CN(O)F

Cartesian coordinates (Å):
O -2.334 -1.135 -0.041
C -1.228 -0.673 -0.219
N -0.954 0.629 -0.415
O 0.366 1.091 -0.251
F -1.796 1.556 0.273
H -0.279 -1.141 -0.290
H 0.619 1.372 -1.088

(2)
ORCA calculation (the ωB97M-V functional and the def2-TZVPD basis) on one molecule with the formula C5H6ClNO in a non-equilibrium geometry.

Output
- ΔE to the lowest compared entry with this formula, charge and spin (kcal per mole) = 44.5
- multiplicity = 1
- frontier orbital gap (eV) = 10.23
- SMILES = C=CO[C@H](C#N)CCl

Cartesian coordinates (Å):
C -1.317 -0.064 1.424
C -1.677 0.002 0.135
O -0.947 -0.199 -0.969
C 0.512 -0.315 -0.943
C 0.920 -1.490 -0.186
N 1.334 -2.357 0.432
C 1.095 1.018 -0.504
Cl 2.847 0.931 -0.778
H -0.288 -0.258 1.732
H -2.083 0.046 2.156
H -2.721 0.177 -0.068
H 0.743 -0.459 -2.003
H 0.602 1.874 -0.994
H 0.980 1.094 0.567

- Number 1 is which compound?
  CH2FNO2

- Number 1 is which compound?
  CH2FNO2